(1)
{"formula": "BF4H16O8", "method": "the ωB97M-V functional and the def2-TZVPD basis", "homo_lumo_gap_ev": 10.4913, "de_lowest_ev": 0.998, "charge": -1, "spin_multiplicity": 1, "homo_energy_ev": -7.53, "elements": ["B", "F", "F", "F", "F", "O", "H", "H", "O", "H", "H", "O", "H", "H", "O", "H", "H", "O", "H", "H", "O", "H", "H", "O", "H", "H", "O", "H", "H"], "positions_angstrom": [[0.53359, -0.21238, 1.18166], [0.07159, -0.57138, -0.06234], [1.57959, -0.98738, 1.46266], [0.87459, 1.10162, 1.17166], [-0.47741, -0.47438, 2.08466], [1.94759, 2.23062, -0.82234], [2.30359, 1.55662, -1.42834], [1.73059, 1.75362, -0.00134], [0.16559, -2.64038, -1.87034], [0.32459, -1.91038, -1.31534], [0.09359, -2.52638, -2.82834], [-0.39141, 1.21262, -2.49634], [0.05659, 1.89162, -2.01134], [0.09759, 0.43562, -2.27334], [-3.19641, 0.13462, 1.51066], [-3.59941, -0.71638, 1.69966], [-2.28441, -0.02338, 1.79566], [-1.71341, 1.92362, -0.23634], [-1.62641, 1.55362, -1.09234], [-1.22741, 1.38262, 0.39766], [3.05859, -2.60138, -0.12134], [2.54159, -3.40138, -0.15434], [2.69959, -2.16138, 0.63866], [-0.65041, -3.16938, 1.51266], [-1.59741, -3.08538, 1.55966], [-0.27141, -2.52538, 2.08166], [-0.21741, 4.29162, -0.01934], [-0.06441, 3.46862, 0.42666], [-0.76141, 4.06962, -0.79034]], "forces_ev_per_a": [[-1.0, -0.7, -0.6], [-0.6, 0.0, -1.7], [2.4, -1.3, 1.2], [0.1, 1.8, 0.8], [-1.0, 0.3, 1.3], [0.4, -0.3, -0.8], [-0.1, 0.4, 0.5], [0.1, 0.1, -0.4], [-0.5, -2.9, -1.4], [0.2, 1.9, 0.5], [0.2, 0.8, 0.9], [-0.8, 0.1, -1.2], [0.7, 0.8, 0.6], [0.3, -0.9, 0.4], [0.0, -0.3, 0.3], [-0.3, 0.0, -0.1], [0.1, 0.2, -0.1], [-0.5, 1.2, 1.7], [0.4, -1.1, -1.2], [-0.2, 0.0, -0.6], [0.7, -0.3, -0.5], [-0.3, -0.4, -0.3], [-0.3, 0.7, 0.5], [0.1, -1.6, -0.8], [-0.3, 0.3, 0.1], [0.2, 1.0, 0.7], [-0.1, 1.3, -0.6], [-0.1, -0.7, 0.1], [0.2, -0.2, 0.7]]}

***

(2)
{"formula": "BF4H16O8", "method": "the ωB97M-V functional and the def2-TZVPD basis", "homo_lumo_gap_ev": 10.3760, "de_lowest_ev": 0.453, "charge": -1, "spin_multiplicity": 1, "homo_energy_ev": -7.43, "elements": ["B", "F", "F", "F", "F", "O", "H", "H", "O", "H", "H", "O", "H", "H", "O", "H", "H", "O", "H", "H", "O", "H", "H", "O", "H", "H", "O", "H", "H"], "positions_angstrom": [[1.07842, 0.07082, 0.56190], [2.33202, 0.31370, -0.02615], [0.06954, -0.06835, -0.45060], [1.07821, -1.07807, 1.36392], [0.70353, 1.10996, 1.35227], [2.19449, -2.98992, -0.66309], [2.42642, -2.11450, -0.29016], [1.78106, -2.81108, -1.50938], [-0.71889, -2.74269, -0.21049], [0.20229, -2.63038, 0.08666], [-0.72406, -2.37841, -1.10602], [-2.67292, 1.14357, -0.08600], [-2.20126, 0.35180, -0.31271], [-2.48972, 1.29179, 0.88432], [1.95609, 0.28407, -2.65897], [1.89331, 0.27853, -1.72481], [2.85619, 0.39038, -2.80606], [-1.70427, 1.69616, 2.44027], [-1.80727, 2.50557, 2.93670], [-0.84258, 1.48640, 2.18007], [-0.99629, 0.86971, -2.84869], [-0.38630, 0.23197, -3.25004], [-0.97371, 0.80462, -1.89433], [-0.27214, 2.98407, -0.51582], [-1.07939, 2.50185, -0.40711], [0.28190, 2.57671, 0.17115], [-0.68606, -1.39655, 3.33773], [-1.35916, -1.44630, 2.68754], [0.06054, -1.23545, 2.75792]], "forces_ev_per_a": [[-0.8, -0.7, -0.8], [-0.1, -0.4, 0.3], [0.9, -0.2, 0.3], [0.8, -0.3, -0.4], [0.0, 1.5, 1.1], [0.4, 0.5, 0.5], [-0.2, -0.6, -0.4], [0.0, 0.2, -0.2], [0.1, -0.2, -0.2], [-0.4, -0.1, -0.1], [0.0, 0.1, 0.3], [-0.3, 0.9, 1.1], [0.3, -0.7, 0.0], [-0.2, -0.2, -1.1], [-2.1, -0.6, -1.5], [-0.4, 0.2, 1.5], [2.5, 0.3, -0.6], [-3.2, -0.1, 0.6], [0.6, 0.1, -0.1], [2.5, 0.0, -0.2], [-0.6, -0.1, -1.1], [0.0, 0.4, 0.8], [0.6, -0.1, 0.0], [1.2, 0.5, 0.5], [-1.2, -0.5, -0.1], [-0.1, 0.3, -0.4], [0.6, 0.0, 0.9], [-1.4, -0.2, -0.8], [0.6, 0.0, 0.1]]}

***

(3)
{"formula": "BF4H18NO7", "method": "the ωB97M-V functional and the def2-TZVPD basis", "homo_lumo_gap_ev": 9.8264, "spin_multiplicity": 1, "homo_energy_ev": -10.67, "elements": ["N", "H", "H", "H", "H", "B", "F", "F", "F", "F", "O", "H", "H", "O", "H", "H", "O", "H", "H", "O", "H", "H", "O", "H", "H", "O", "H", "H", "O", "H", "H"], "positions_angstrom": [[-0.19553, 0.21474, -0.15478], [-1.07950, 0.57581, -0.54209], [0.56991, 0.48129, -0.79365], [-0.25066, -0.82516, -0.19501], [-0.04873, 0.57426, 0.79503], [0.25586, 0.48349, 3.56969], [0.52767, -0.88908, 3.61013], [-0.47580, 0.84678, 4.70886], [1.45776, 1.23659, 3.52225], [-0.49555, 0.84317, 2.42998], [-2.84796, 1.16867, -0.97707], [-3.48547, 1.32166, -0.26928], [-3.37710, 0.85560, -1.71559], [-0.08043, -2.55431, -0.18444], [-0.11630, -3.17818, 0.55342], [0.23746, -3.07249, -0.93251], [3.02332, -0.73398, 0.36489], [3.79155, -0.19670, 0.59223], [3.16872, -0.99326, -0.54816], [-3.20029, -1.76419, -0.66482], [-2.53244, -1.75323, -1.37088], [-2.70198, -1.94842, 0.13713], [1.68580, 3.15483, 1.21169], [2.22495, 3.84947, 1.60024], [1.73102, 2.42638, 1.85351], [1.80994, 0.84555, -2.06750], [2.46692, 0.18908, -2.32017], [2.07577, 1.64869, -2.53240], [-1.43642, -1.05247, -2.85548], [-2.08436, -0.67294, -3.46112], [-0.61809, -1.08164, -3.36410]], "forces_ev_per_a": [[0.0, -0.4, -1.2], [0.0, 0.1, 0.2], [-0.2, 0.2, 0.4], [0.1, 0.6, 0.5], [-0.1, -0.1, 0.4], [0.2, 0.2, 1.5], [0.0, 0.2, -0.5], [0.1, -0.1, -0.3], [0.1, -0.1, -0.3], [-0.3, -0.1, -0.8], [0.0, 0.4, -0.1], [0.1, -0.1, 0.0], [0.0, -0.1, 0.1], [0.0, -0.6, -0.1], [0.1, 0.3, 0.1], [-0.1, 0.0, 0.1], [0.0, 0.0, -0.1], [-0.1, 0.0, 0.1], [0.1, -0.1, 0.1], [0.1, -0.1, -0.3], [-0.1, 0.0, 0.3], [0.0, 0.0, 0.0], [0.2, -0.2, -0.1], [-0.1, 0.0, 0.0], [-0.2, 0.1, 0.2], [0.2, 0.0, -0.5], [0.0, 0.1, 0.0], [-0.1, 0.0, 0.2], [0.1, 0.1, -0.2], [0.1, -0.1, 0.0], [-0.1, 0.0, 0.1]]}

***

(4)
{"formula": "BF4H18O9", "method": "the ωB97M-V functional and the def2-TZVPD basis", "homo_lumo_gap_ev": 9.8129, "de_lowest_ev": 0.530, "charge": -1, "spin_multiplicity": 1, "homo_energy_ev": -7.10, "elements": ["B", "F", "F", "F", "F", "O", "H", "H", "O", "H", "H", "O", "H", "H", "O", "H", "H", "O", "H", "H", "O", "H", "H", "O", "H", "H", "O", "H", "H", "O", "H", "H"], "positions_angstrom": [[-14.98795, -4.61844, -32.29772], [-15.18640, -5.83065, -32.93392], [-14.40006, -3.59496, -32.99299], [-16.15440, -4.18591, -31.78528], [-14.04136, -4.91532, -31.28344], [-12.17397, -2.96525, -29.59826], [-12.00339, -3.87508, -29.58846], [-12.01697, -2.75842, -30.50555], [-11.58235, -5.84764, -30.71068], [-12.28777, -5.95135, -31.30014], [-10.83719, -6.18894, -31.20759], [-14.10298, -7.94948, -31.26583], [-14.48650, -7.34849, -31.90929], [-14.41323, -7.48150, -30.48245], [-16.59375, -1.77124, -30.36227], [-16.30418, -1.50937, -29.48241], [-15.79402, -1.76991, -30.86166], [-14.98888, -3.67823, -28.97338], [-14.26831, -3.56966, -29.60587], [-15.67380, -3.26103, -29.53767], [-18.36027, -5.11739, -30.10956], [-18.04171, -4.55051, -30.81418], [-18.04208, -4.61827, -29.37588], [-14.16951, -1.44226, -31.52073], [-14.01402, -2.13641, -32.15698], [-14.46207, -0.60407, -31.86521], [-11.45107, -4.77739, -33.53089], [-12.27915, -4.93976, -33.90085], [-11.52829, -3.89681, -33.16289], [-15.16018, -6.41640, -29.27457], [-14.99926, -5.50062, -29.35250], [-15.95148, -6.56566, -29.72952]], "forces_ev_per_a": [[1.0, -1.5, 1.4], [-0.1, -0.2, -1.3], [0.7, 0.9, -2.1], [-1.7, 0.7, 0.7], [0.3, 0.2, 0.5], [-0.4, 1.9, 0.7], [0.5, -2.6, 0.2], [0.0, 0.5, -0.9], [2.0, 0.3, 1.6], [-2.1, -0.2, -1.2], [0.2, 0.0, 0.0], [-0.1, -0.2, -0.4], [0.1, 0.0, -0.7], [0.3, 0.0, 0.9], [-1.7, 0.1, 1.2], [-0.1, 0.2, 0.0], [1.4, 0.0, -0.9], [-0.6, 0.6, -0.6], [0.9, -0.1, 0.3], [-0.2, -0.5, 0.5], [-0.4, -0.3, -0.5], [0.2, -0.1, -0.7], [0.3, 0.3, 1.3], [0.4, 0.4, 1.6], [-0.3, -0.2, -1.0], [0.1, 0.0, -0.8], [2.3, 0.3, 0.6], [-2.3, -0.5, -0.9], [0.0, 0.1, 0.2], [1.2, -2.1, 1.4], [0.3, 2.1, 0.0], [-2.1, -0.2, -1.0]]}

***

(5)
{"formula": "BF4H20O10", "method": "the ωB97M-V functional and the def2-TZVPD basis", "homo_lumo_gap_ev": 10.9691, "de_lowest_ev": 1.060, "charge": -1, "spin_multiplicity": 1, "homo_energy_ev": -8.18, "elements": ["B", "F", "F", "F", "F", "O", "H", "H", "O", "H", "H", "O", "H", "H", "O", "H", "H", "O", "H", "H", "O", "H", "H", "O", "H", "H", "O", "H", "H", "O", "H", "H", "O", "H", "H"], "positions_angstrom": [[0.04798, -0.08605, 0.55479], [-0.85831, 0.77352, 1.14641], [1.31259, 0.44908, 0.27253], [0.21655, -1.27624, 1.27333], [-0.35749, -0.51933, -0.74057], [2.81251, 0.17870, 2.30091], [2.05046, 0.20193, 1.67556], [2.87162, 1.07296, 2.64727], [1.21289, -2.49455, -1.56127], [0.56363, -1.89071, -1.15633], [0.95678, -3.36681, -1.25047], [-0.64250, 3.46738, 1.37106], [-0.61791, 2.51887, 1.18609], [0.24202, 3.77713, 1.15648], [3.38078, 0.58418, -1.78154], [3.46698, -0.36000, -1.61258], [2.91991, 0.92450, -1.00757], [-2.90589, 0.61996, -0.82402], [-2.24544, 0.24552, -0.22441], [-3.17723, -0.12118, -1.37399], [0.49762, 2.89914, -1.79284], [0.27065, 1.99727, -1.54588], [-0.31715, 3.26277, -2.15209], [1.53957, -3.36085, 2.49718], [1.93587, -3.71709, 1.69772], [1.07459, -2.56401, 2.20086], [-3.45513, 1.38663, 2.20041], [-4.08244, 1.83346, 1.62579], [-2.59978, 1.54753, 1.79121], [-0.64987, -0.14127, -3.43298], [0.14514, 0.28729, -3.76502], [-0.42813, -0.39131, -2.52336], [-1.94291, -2.59075, 0.05242], [-1.40280, -1.85903, 0.38967], [-1.83515, -3.28864, 0.70524]], "forces_ev_per_a": [[1.2, -1.0, -1.1], [0.3, -0.3, -0.1], [-0.4, 0.9, 0.4], [-0.3, 0.5, 0.6], [-1.0, 0.5, 0.2], [-0.4, 0.0, 0.0], [1.2, 0.0, 0.7], [0.0, 0.0, 0.0], [0.0, 0.0, 0.2], [0.4, -0.4, -0.3], [-0.1, 0.0, 0.0], [0.0, 0.1, 0.1], [0.1, 0.3, 0.0], [0.0, 0.0, -0.1], [0.2, 0.0, -0.1], [-0.1, 0.0, 0.0], [0.0, -0.1, 0.0], [-0.1, 0.1, 0.1], [-0.5, 0.2, -0.3], [0.1, 0.0, 0.0], [0.1, 0.1, 0.0], [0.0, -0.1, -0.1], [-0.1, -0.1, 0.1], [-0.2, -0.1, 0.0], [0.0, 0.1, 0.0], [0.3, -0.2, 0.1], [-0.1, 0.1, 0.2], [0.1, -0.1, -0.1], [-0.1, 0.0, 0.0], [0.1, 0.1, 0.0], [0.0, -0.1, 0.0], [-0.1, 0.1, -0.4], [0.0, 0.0, 0.0], [-0.3, -0.7, -0.1], [0.0, 0.1, 0.1]]}

***

(6)
{"formula": "BF4H22O11", "method": "the ωB97M-V functional and the def2-TZVPD basis", "homo_lumo_gap_ev": 9.2161, "de_lowest_ev": 0.914, "charge": -1, "spin_multiplicity": 1, "homo_energy_ev": -6.97, "elements": ["B", "F", "F", "F", "F", "O", "H", "H", "O", "H", "H", "O", "H", "H", "O", "H", "H", "O", "H", "H", "O", "H", "H", "O", "H", "H", "O", "H", "H", "O", "H", "H", "O", "H", "H", "O", "H", "H"], "positions_angstrom": [[0.28769, 0.20498, -0.01231], [1.21396, 0.82516, 0.75006], [-0.86237, 0.95583, -0.18458], [0.83020, 0.08495, -1.20976], [-0.00151, -1.02508, 0.45028], [-2.63985, -2.24817, -0.07752], [-2.69527, -1.41334, 0.38747], [-3.55037, -2.48738, -0.25059], [-0.02517, 4.14142, -0.41846], [-0.25672, 3.39733, 0.13737], [0.81451, 3.89778, -0.80810], [2.23091, 2.86200, -1.19427], [1.96212, 1.98838, -0.91008], [2.77247, 3.19161, -0.47711], [2.09246, -2.49437, -0.26299], [1.34689, -1.94665, -0.50865], [2.73005, -1.88158, 0.10335], [-1.72073, 1.55463, -2.89593], [-1.75325, 1.59670, -1.94021], [-0.98538, 0.97196, -3.08562], [-0.51534, -3.68212, 1.76497], [0.21846, -3.09859, 1.95806], [-1.10094, -3.15844, 1.21811], [1.19494, -1.79766, 2.99345], [1.64998, -1.60498, 3.81324], [0.75525, -0.97874, 2.76481], [-1.02743, -1.79407, -2.29973], [-1.61135, -2.03821, -1.58162], [-0.62115, -0.97674, -2.01140], [-3.30670, 0.27107, 0.95828], [-3.45136, 0.55767, 1.86003], [-2.57690, 0.80822, 0.64990], [4.02461, 1.04014, -2.80721], [3.08461, 1.13622, -2.65427], [4.29107, 1.87365, -3.19512], [-0.83493, 0.04985, 3.05820], [-0.97242, 0.74311, 3.70375], [-0.99104, 0.47348, 2.21417]], "forces_ev_per_a": [[-0.2, -0.2, 0.5], [1.0, 1.5, 2.0], [-1.7, 1.3, 0.7], [1.7, -0.2, -4.3], [-1.2, -1.4, 1.4], [0.1, -0.7, -0.1], [-0.1, 0.6, 0.3], [-0.2, -0.1, 0.0], [-0.8, 0.8, 0.4], [0.0, -0.3, 0.0], [0.3, -0.4, -0.3], [0.3, 0.5, -0.5], [-0.2, -0.5, 0.3], [0.3, 0.0, 0.2], [0.6, -0.5, -0.2], [-0.2, -0.1, -0.1], [0.1, 0.1, 0.1], [-0.3, 0.3, -0.4], [0.2, 0.0, 0.2], [0.1, -0.2, 0.0], [-0.4, -0.6, 0.1], [0.4, 0.2, 0.1], [-0.2, 0.1, -0.3], [0.7, -0.3, 0.1], [0.1, -0.1, 0.1], [-0.4, 0.3, -0.1], [0.2, 0.0, -0.9], [-0.3, -0.1, 0.5], [0.2, 0.0, 0.0], [-0.4, 0.0, 0.1], [-0.1, -0.1, 0.3], [0.5, 0.2, -0.5], [0.4, -0.3, -0.1], [-0.3, 0.0, 0.1], [0.0, 0.2, 0.0], [-0.3, 0.1, 0.2], [0.1, 0.2, 0.2], [0.0, 0.0, -0.4]]}